Entry 1:
133
Properties=species:S:1:pos:R:3 method="wB97M-V/def2-TZVPD" fmax_ev_per_a=3.67 relative_energy_kcal_mol=0.0 charge=0 lumo_energy_ev=-0.03
C 1.70 1.34 2.19
C 1.38 0.69 0.84
C 0.01 -0.08 0.73
C 0.22 -1.40 1.49
C -1.05 -2.01 2.15
C -0.80 -3.13 3.10
O -1.25 -1.67 3.49
C -0.17 -0.23 -0.82
C -0.91 -1.48 -1.37
C -2.09 -1.21 -2.27
N -3.23 -1.74 -2.17
N -0.67 1.09 -1.20
C -0.97 1.86 -0.07
O -1.06 3.04 -0.02
C -1.17 0.84 1.08
O -1.15 1.53 2.30
C -2.63 0.34 0.77
C -3.51 0.09 2.01
C -4.45 1.22 2.38
F -5.45 0.73 3.14
F -5.01 1.80 1.33
F -3.87 2.17 3.10
H 1.43 2.39 2.20
H 2.75 1.20 2.44
H 1.15 0.85 3.00
H 1.50 1.40 0.03
H 2.13 -0.09 0.67
H 0.91 -1.27 2.32
H 0.58 -2.17 0.79
H -1.95 -2.11 1.54
H -1.66 -3.65 3.50
H 0.13 -3.16 3.65
H 0.86 -0.32 -1.20
H -1.26 -2.13 -0.57
H -0.19 -2.07 -1.95
H -1.90 -0.52 -3.09
H -3.27 -2.38 -1.38
H -1.22 1.24 -2.03
H -0.92 0.92 3.02
H -3.12 1.08 0.14
H -2.62 -0.59 0.20
H -4.15 -0.77 1.82
H -2.93 -0.14 2.90
N 1.42 5.48 3.31
C 2.67 5.95 3.57
C 3.10 6.65 2.47
C 2.05 6.59 1.51
C 1.03 5.86 2.05
H 0.86 4.93 3.93
H 3.16 5.75 4.51
H 4.05 7.14 2.36
H 2.05 7.04 0.53
H 0.07 5.59 1.66
N -8.28 -3.48 -3.54
C -6.96 -3.66 -3.22
C -6.40 -2.42 -3.06
C -7.42 -1.46 -3.29
C -8.57 -2.14 -3.59
H -8.94 -4.22 -3.72
H -6.54 -4.64 -3.13
H -5.37 -2.21 -2.81
H -7.33 -0.39 -3.25
H -9.56 -1.80 -3.82
N 1.60 -5.68 2.77
C 1.24 -6.96 2.46
C 1.71 -7.24 1.20
C 2.37 -6.07 0.74
C 2.29 -5.13 1.73
H 1.39 -5.22 3.64
H 0.69 -7.57 3.16
H 1.58 -8.17 0.68
H 2.86 -5.94 -0.21
H 2.66 -4.12 1.78
N -7.44 -2.41 1.01
C -7.42 -1.64 2.14
C -8.59 -1.86 2.81
C -9.34 -2.80 2.06
C -8.60 -3.12 0.96
H -6.72 -2.45 0.31
H -6.58 -1.00 2.37
H -8.88 -1.39 3.74
H -10.31 -3.20 2.31
H -8.81 -3.79 0.14
N 0.14 -5.03 -3.90
C 0.38 -4.88 -5.24
C 1.73 -4.90 -5.44
C 2.34 -5.09 -4.17
C 1.33 -5.16 -3.24
H -0.76 -5.05 -3.47
H -0.44 -4.76 -5.94
H 2.23 -4.80 -6.39
H 3.40 -5.15 -3.96
H 1.36 -5.30 -2.17
N 5.49 -5.49 -6.19
C 5.10 -4.89 -7.35
C 5.74 -3.68 -7.44
C 6.54 -3.55 -6.28
C 6.37 -4.68 -5.53
H 5.18 -6.39 -5.86
H 4.41 -5.38 -8.02
H 5.63 -2.97 -8.24
H 7.18 -2.71 -6.03
H 6.80 -4.97 -4.59
N 3.00 8.97 6.10
C 2.83 9.96 7.04
C 1.60 9.79 7.60
C 1.00 8.66 6.98
C 1.89 8.18 6.06
H 3.81 8.85 5.52
H 3.60 10.69 7.22
H 1.17 10.41 8.37
H 0.02 8.25 7.19
H 1.84 7.34 5.38
N -0.35 0.42 -5.34
C 0.97 0.30 -5.02
C 1.47 1.57 -4.86
C 0.41 2.48 -5.10
C -0.71 1.74 -5.39
H -0.97 -0.36 -5.51
H 1.44 -0.66 -4.92
H 2.49 1.81 -4.61
H 0.46 3.55 -5.06
H -1.71 2.04 -5.62
N 7.28 4.07 3.12
C 6.41 5.11 2.95
C 7.03 6.03 2.14
C 8.32 5.52 1.82
C 8.44 4.31 2.44
H 7.09 3.25 3.67
H 5.44 5.11 3.40
H 6.61 6.97 1.82
H 9.07 5.99 1.21
H 9.25 3.60 2.46

---

Entry 2:
95
Properties=species:S:1:pos:R:3 method="wB97M-V/def2-TZVPD" spin_multiplicity=4 fmax_ev_per_a=3.20 charge=-1 s_squared=3.7521 lumo_energy_ev="2.27 / 2.27"
Er -0.11 0.11 1.46
C 3.51 -2.60 0.40
C 2.71 -1.45 0.96
N 1.42 -1.56 1.08
N 0.90 -2.81 0.79
C -0.37 -3.03 0.91
S -1.69 -2.00 1.27
S -0.86 -4.74 0.74
C 0.38 -5.39 -0.45
C 0.04 -5.02 -1.86
C -0.88 -5.76 -2.59
C -1.20 -5.42 -3.89
C -0.59 -4.32 -4.48
C 0.32 -3.56 -3.76
C 0.63 -3.91 -2.46
C 3.44 -0.26 1.42
C 4.82 -0.40 1.66
C 5.61 0.63 2.13
C 5.03 1.87 2.37
C 3.68 2.05 2.14
C 2.84 1.01 1.67
O 1.59 1.29 1.48
H 2.87 -3.22 -0.22
H 3.90 -3.22 1.21
H 4.34 -2.23 -0.20
H 0.36 -6.47 -0.30
H 1.34 -4.98 -0.13
H -1.36 -6.62 -2.12
H -1.92 -6.00 -4.45
H -0.83 -4.05 -5.51
H 0.80 -2.70 -4.21
H 1.34 -3.31 -1.89
H 5.29 -1.36 1.51
H 6.66 0.46 2.32
H 5.63 2.69 2.74
H 3.20 3.00 2.33
O -0.49 0.50 -0.57
Si -0.74 0.81 -2.10
C 0.76 0.41 -3.20
C 0.85 0.86 -4.51
C 1.91 0.49 -5.33
C 2.91 -0.34 -4.83
C 2.86 -0.77 -3.51
C 1.79 -0.39 -2.70
C -2.22 -0.15 -2.78
C -3.25 -0.50 -1.90
C -4.38 -1.16 -2.33
C -4.51 -1.51 -3.67
C -3.48 -1.20 -4.56
C -2.35 -0.53 -4.11
C -1.00 2.66 -2.40
C -0.16 3.62 -1.64
C -0.19 4.96 -1.92
C -1.03 5.44 -2.92
C -1.91 4.51 -3.64
C -1.88 3.17 -3.37
H 0.09 1.52 -4.90
H 1.96 0.84 -6.35
H 3.73 -0.64 -5.47
H 3.64 -1.41 -3.12
H 1.75 -0.71 -1.67
H -3.14 -0.24 -0.85
H -5.16 -1.42 -1.63
H -5.39 -2.02 -4.02
H -3.57 -1.49 -5.60
H -1.56 -0.30 -4.81
H 0.49 3.24 -0.87
H 0.44 5.65 -1.37
H -1.04 6.50 -3.17
H -2.59 4.89 -4.40
H -2.53 2.49 -3.91
N -0.44 3.50 8.70
C -0.63 2.65 7.62
C 0.46 2.20 6.87
C 0.28 1.27 5.86
C -0.99 0.79 5.59
C -2.08 1.24 6.31
C -1.91 2.17 7.31
S -1.22 -0.42 4.30
O 0.02 -0.34 3.50
O -1.48 -1.69 4.90
N -2.53 0.09 3.56
C -2.58 1.21 2.85
S -4.08 2.12 2.82
C -3.32 3.32 1.81
C -2.05 2.98 1.57
N -1.62 1.80 2.14
H 0.42 4.03 8.70
H -1.24 4.02 9.00
H 1.45 2.58 7.09
H 1.11 0.92 5.27
H -3.07 0.85 6.07
H -2.76 2.53 7.88
H -3.88 4.17 1.45
H -1.35 3.53 0.95

---

Entry 3:
14
Properties=species:S:1:pos:R:3 method="wB97M-V/def2-TZVPD" fmax_ev_per_a=3.29 relative_energy_kcal_mol=47.3 charge=+1 lumo_energy_ev=-4.11
N -1.75 0.68 0.97
H -2.21 1.48 0.64
H -2.09 -0.24 0.45
H -0.64 0.97 0.83
H -1.82 0.67 2.04
C 0.72 -0.95 -1.48
C 0.80 -0.60 -0.04
C 1.27 0.61 0.39
H -0.23 -0.82 -1.98
H 1.46 -0.39 -2.01
H 0.87 -2.13 -1.64
H 0.59 -1.41 0.71
H 1.71 0.64 1.39
H 1.32 1.50 -0.27

---

Entry 4:
16
Properties=species:S:1:pos:R:3 method="wB97M-V/def2-TZVPD" fmax_ev_per_a=5.33 relative_energy_kcal_mol=143.7 charge=+1 lumo_energy_ev=-3.31
C 1.26 0.67 0.73
C -0.14 -1.09 -0.23
C 1.75 0.33 -0.55
C -0.67 0.29 -0.64
C -1.89 0.66 0.33
N 1.20 -0.75 0.32
N 0.54 1.14 -0.43
H 1.47 1.16 1.62
H -0.73 -1.69 0.63
H -0.12 -1.80 -1.18
H 3.00 0.40 -1.13
H -0.83 0.18 -1.69
H -1.74 0.46 1.39
H -2.60 -0.03 0.01
H -2.31 1.60 0.15
H 1.81 -1.51 0.67

---

Entry 5:
11
Properties=species:S:1:pos:R:3 method="wB97M-V/def2-TZVPD" fmax_ev_per_a=1.98 relative_energy_kcal_mol=44.4 charge=-1 lumo_energy_ev="4.57 / 4.57"
C 0.70 0.77 0.19
C 1.19 -0.62 -0.12
C -0.11 -0.15 -0.66
N -1.97 -0.58 0.30
O -2.84 0.29 -0.10
H 0.36 0.96 1.20
H 1.24 1.62 -0.23
H 2.05 -0.71 -0.78
H 1.20 -1.36 0.68
H -0.25 0.05 -1.71
H -1.57 -0.27 1.23

---

Entry 6:
99
Properties=species:S:1:pos:R:3 method="wB97M-V/def2-TZVPD" spin_multiplicity=2 fmax_ev_per_a=0.69 relative_energy_kcal_mol=1.3 charge=+3 s_squared=0.8215 lumo_energy_ev="-9.11 / -8.96"
V 1.86 -0.88 1.84
C 1.81 -3.51 -3.34
C 1.04 -2.36 -2.77
C 0.49 -1.40 -3.56
C -0.30 -0.36 -3.02
N -0.38 -0.20 -1.72
N 0.23 -1.10 -0.91
B 0.05 -0.80 0.62
N -1.15 -1.73 1.03
N -2.36 -1.23 0.90
C -3.38 -2.04 1.18
C -3.15 -3.38 1.57
C -1.88 -3.89 1.69
C -1.59 -5.30 2.11
C -0.87 -2.97 1.40
S 0.88 -3.26 1.52
C -4.78 -1.48 1.05
C -5.46 -2.20 -0.13
C -5.55 -1.76 2.34
C -4.74 0.03 0.78
N -0.20 0.66 1.18
N -0.43 1.70 0.37
C -0.67 2.87 0.93
C -0.71 3.02 2.34
C -0.44 1.97 3.17
C -0.44 2.09 4.66
C -0.15 0.75 2.53
S 0.32 -0.68 3.46
C -0.93 4.04 -0.01
C 0.07 4.00 -1.16
C -2.37 3.90 -0.52
C -0.78 5.38 0.72
C 0.83 -2.19 -1.38
S 1.34 -3.62 -0.46
C -1.04 0.61 -3.91
C -1.68 -0.16 -5.08
C -2.14 1.32 -3.13
C -0.02 1.62 -4.46
H 1.62 -3.59 -4.41
H 1.56 -4.48 -2.91
H 2.88 -3.35 -3.20
H 0.62 -1.46 -4.64
H -4.00 -4.01 1.77
H -2.50 -5.91 2.07
H -1.22 -5.32 3.14
H -0.84 -5.76 1.47
H -5.54 -3.27 0.03
H -4.92 -2.03 -1.07
H -6.47 -1.81 -0.25
H -5.70 -2.82 2.53
H -6.54 -1.31 2.26
H -5.06 -1.32 3.21
H -4.21 0.27 -0.14
H -4.27 0.57 1.60
H -5.77 0.39 0.69
H -0.93 3.99 2.76
H -0.55 3.14 4.95
H 0.48 1.70 5.09
H -1.26 1.53 5.10
H 0.12 3.02 -1.64
H 1.08 4.27 -0.82
H -0.21 4.73 -1.92
H -2.53 2.96 -1.03
H -2.60 4.72 -1.20
H -3.09 3.96 0.31
H 0.19 5.49 1.20
H -1.57 5.55 1.45
H -0.87 6.19 -0.01
H -2.29 -1.00 -4.74
H -0.94 -0.53 -5.80
H -2.33 0.52 -5.63
H -2.90 0.62 -2.77
H -2.63 2.04 -3.78
H -1.74 1.85 -2.27
H 0.79 1.12 -5.00
H 0.42 2.21 -3.66
H -0.51 2.30 -5.15
O 3.46 -1.97 1.92
C 3.86 -1.45 0.79
O 2.90 -0.92 0.10
C 5.25 -1.36 0.44
C 5.62 -0.67 -0.72
C 6.95 -0.57 -1.06
C 7.91 -1.18 -0.26
C 7.55 -1.88 0.89
C 6.22 -1.97 1.25
H 4.85 -0.21 -1.34
H 7.25 -0.04 -1.95
H 8.95 -1.11 -0.53
H 8.31 -2.34 1.50
H 5.92 -2.52 2.13
S 4.51 2.51 3.22
C 3.80 2.93 1.73
C 2.98 1.95 1.30
N 2.85 0.90 2.19
C 3.61 1.10 3.26
H 4.06 3.85 1.22
H 2.43 1.94 0.37
H 3.68 0.39 4.08

---

Entry 7:
70
Properties=species:S:1:pos:R:3 method="wB97M-V/def2-TZVPD" fmax_ev_per_a=2.55 relative_energy_kcal_mol=20.2 charge=+3 lumo_energy_ev=-7.54
Lu 15.54 11.08 10.56
C 16.30 9.37 14.24
C 16.21 10.64 13.41
C 17.32 11.21 12.77
C 17.27 12.47 12.20
C 18.45 13.10 11.46
C 16.05 13.18 12.22
C 14.88 12.67 12.79
C 13.63 13.44 12.92
C 15.03 11.39 13.40
H 15.30 8.99 14.48
H 16.82 9.56 15.22
H 16.98 8.58 13.77
H 18.24 10.65 12.78
H 18.79 13.97 12.02
H 18.15 13.43 10.48
H 19.37 12.48 11.37
H 16.05 14.15 11.80
H 13.63 14.01 13.88
H 12.73 12.87 12.77
H 13.62 14.20 12.15
H 14.14 11.01 13.90
N 11.95 13.33 10.06
C 11.94 12.17 9.13
C 10.62 11.45 9.47
C 10.11 10.22 8.73
C 8.77 10.39 8.04
N 7.65 10.28 8.98
C 6.53 11.01 9.14
N 6.28 12.00 8.29
N 5.75 10.82 10.19
C 13.30 11.61 9.49
O 14.43 12.07 9.01
O 13.36 10.61 10.27
H 11.14 13.87 9.95
H 12.72 13.92 9.81
H 11.87 12.45 8.06
H 9.88 12.21 9.43
H 10.69 11.21 10.55
H 10.00 9.42 9.45
H 10.86 9.92 7.99
H 8.62 9.64 7.26
H 8.73 11.32 7.51
H 7.75 9.47 9.61
H 6.74 12.13 7.39
H 5.46 12.54 8.44
H 5.78 9.99 10.76
H 4.82 11.17 10.21
N 18.32 8.96 10.56
C 18.35 9.82 9.50
C 19.51 9.89 8.75
C 19.45 10.50 7.53
C 18.37 11.28 7.18
C 17.33 11.27 8.06
N 17.29 10.58 9.21
C 17.16 8.23 10.90
C 17.32 6.93 11.35
C 16.27 6.24 11.91
C 14.98 6.84 11.85
C 14.85 8.09 11.31
N 15.95 8.82 10.86
H 19.16 8.43 10.79
H 20.40 9.22 8.96
H 20.28 10.54 6.85
H 18.25 11.77 6.23
H 16.51 11.91 7.80
H 18.28 6.49 11.28
H 16.37 5.18 12.23
H 14.08 6.37 12.26
H 13.92 8.63 11.16

---

Entry 8:
41
Properties=species:S:1:pos:R:3 method="wB97M-V/def2-TZVPD" fmax_ev_per_a=4.75 relative_energy_kcal_mol=0.0 charge=+1 lumo_energy_ev=-3.32
C -4.15 1.88 1.78
C -3.61 1.64 3.21
C -2.69 0.43 3.33
C -1.40 0.59 2.52
N -0.28 -0.27 3.02
C 1.03 0.16 2.37
C 1.77 -1.01 1.70
C 3.08 -0.45 1.10
C 2.86 0.40 -0.13
O 3.16 0.00 -1.16
O 2.32 1.66 -0.04
H -5.23 1.91 1.80
H -3.81 2.84 1.40
H -3.84 1.09 1.09
H -3.09 2.52 3.60
H -4.47 1.45 3.84
H -2.41 0.32 4.38
H -3.19 -0.48 2.99
H -1.10 1.63 2.58
H -1.58 0.38 1.47
H -0.45 -1.26 2.86
H -0.18 -0.07 4.01
H 1.68 0.67 3.07
H 0.78 0.86 1.58
H 1.15 -1.51 0.96
H 2.04 -1.69 2.51
H 3.58 0.11 1.90
H 3.75 -1.25 0.82
H 2.88 2.24 0.50
C 1.28 -1.18 -3.56
C 1.10 -0.44 -4.88
C 0.31 -1.24 -5.91
C 0.99 -2.51 -6.22
N 1.53 -3.48 -6.46
H 1.85 -2.10 -3.69
H 1.83 -0.56 -2.85
H 0.31 -1.43 -3.12
H 2.09 -0.19 -5.29
H 0.59 0.51 -4.70
H 0.19 -0.67 -6.83
H -0.69 -1.47 -5.53

---

Entry 9:
19
Properties=species:S:1:pos:R:3 method="wB97M-V/def2-TZVPD" fmax_ev_per_a=3.31 relative_energy_kcal_mol=118.7 charge=0 lumo_energy_ev=0.06
C 1.39 0.29 1.42
C -0.80 1.53 0.61
O 0.07 0.06 0.88
O -0.01 2.42 -0.02
O -1.62 1.80 1.43
H -0.42 3.30 0.12
H 1.78 -0.67 1.76
H 2.04 0.73 0.67
H 1.23 0.91 2.30
C 0.73 -0.91 -1.45
C -0.22 -0.96 -0.30
C -0.81 -2.05 0.20
C -1.65 0.59 -1.00
N -2.27 0.68 -1.99
H 0.18 -1.08 -2.38
H 1.23 0.05 -1.54
H 1.46 -1.73 -1.38
H -0.91 -2.92 -0.44
H -1.39 -2.03 1.11